[1]
DFT (wB97M-V/def2-TZVPD) results for 2 unconnected molecules or ions with the total composition H3N3 at a distorted geometry.

Output
total charge: 0
ΔE to the lowest compared entry with this formula, charge and spin: 132.1 kcal per mole
gap between HOMO and LUMO: 9.17 eV
F_max: 4.77 eV/Å

CARTESIAN COORDINATES (ANGSTROEM)
N1 -0.4096 -1.0923 0.4440
N2 -0.5665 0.0540 -0.1031
N3 0.3229 0.9050 -0.1874
H1 -1.2705 -1.5561 0.3724
H2 1.6979 0.1835 0.4650
H3 0.2258 1.5058 -0.9908

Results of the Mulliken charge analysis, in e, for atoms 1 through 5: N -0.54; N 0.20; N -0.43; H 0.25; H 0.26

[2]
DFT (wB97M-V/def2-TZVPD) results for a molecular structure, C29H51CoNO2SSi2 at a distorted geometry.

Output
2S+1: 5
<S²>: 6.012
total charge: +1
ΔE to the lowest compared entry with this formula, charge and spin: 0.0 kcal per mole
gap between HOMO and LUMO (spin up / spin down): 7.83 / 5.62 eV
F_max: 3.57 eV/Å

CARTESIAN COORDINATES (ANGSTROEM)
O1 -1.9145 -2.0007 -1.6819
O2 0.9120 1.5075 -4.9515
C1 -0.7148 -2.7532 -1.9239
C2 -0.9659 -4.2542 -2.0500
H1 -0.0352 -2.5598 -1.0652
H2 -0.2527 -2.4021 -2.8598
H3 -1.1289 -4.6907 -1.0608
H4 -0.0585 -4.7455 -2.4436
H5 -1.7988 -4.5509 -2.7243
C3 -1.9038 -0.7905 -2.4468
C4 -1.7573 -0.9581 -3.9428
H6 -1.0432 -0.1892 -2.0631
H7 -2.8339 -0.2700 -2.2114
H8 -0.7881 -0.5585 -4.2639
H9 -2.5141 -0.3430 -4.4406
H10 -1.8663 -1.9786 -4.3065
C5 0.5196 2.4174 -3.9429
C6 2.2986 1.2022 -4.8468
C7 -0.9278 2.8067 -4.1492
H11 1.1267 3.3394 -3.9788
H12 0.6673 1.9411 -2.9566
H13 -1.0999 3.1714 -5.1688
H14 -1.1870 3.6108 -3.4586
H15 -1.5983 1.9627 -3.9657
C8 2.7332 0.4644 -6.0922
H16 2.4528 0.5813 -3.9442
H17 2.9169 2.1158 -4.7478
H18 2.1215 -0.4245 -6.2578
H19 3.7739 0.1584 -5.9975
H20 2.6478 1.1186 -6.9630
H21 1.8707 0.3787 0.5741
Co1 -1.3529 -0.3053 1.3784
C9 2.6064 -0.0617 -0.0905
Si1 4.2407 0.4742 0.6539
H22 2.4517 -1.1472 -0.0208
H23 2.4215 0.2506 -1.1301
C10 5.6576 -0.4787 -0.1286
C11 4.0318 0.1310 2.4838
C12 4.2012 2.3063 0.2753
C13 -2.6881 -1.5869 1.2129
Si2 -4.0313 -0.2774 1.2740
H24 -2.6640 -2.2858 2.0703
H25 -2.5486 -2.1169 0.2550
C14 -5.5488 -1.1223 0.5617
C15 -3.7072 1.2364 0.1982
C16 -4.1501 0.3006 3.0493
H26 3.6884 2.4780 -0.6849
H27 5.1965 2.7617 0.2004
H28 3.6218 2.8425 1.0433
H29 5.5870 -1.5589 0.0538
H30 6.6291 -0.1477 0.2677
H31 5.6823 -0.3353 -1.2165
H32 3.5654 -0.8559 2.6338
H33 3.3337 0.8541 2.9461
H34 4.9521 0.1394 3.0846
H35 -3.3166 0.9494 -0.7851
H36 -3.0010 1.9441 0.6414
H37 -4.6565 1.7622 0.0369
H38 -4.8721 1.1228 3.1128
H39 -3.1951 0.6561 3.4600
H40 -4.5038 -0.5154 3.6921
H41 -6.4737 -0.6169 0.8715
H42 -5.6029 -2.1738 0.8745
H43 -5.4949 -1.1021 -0.5366
S1 0.0550 0.5208 5.3314
C17 0.1701 -1.2246 5.1318
C18 0.4718 -2.1851 6.0960
C19 0.4655 -3.5305 5.7194
C20 0.1920 -3.9224 4.4037
C21 -0.1868 -2.9647 3.4436
C22 -0.1871 -1.6179 3.8285
N1 -0.4986 -0.5245 3.0144
C23 -0.3171 0.6669 3.6564
C24 -0.3031 1.8266 2.8199
C25 0.0948 3.1172 3.2343
C26 0.2252 4.1120 2.2757
C27 -0.0408 3.8237 0.9324
C28 -0.4791 2.5375 0.5311
C29 -0.6385 1.5332 1.4731
H44 0.6776 -1.8523 7.1117
H45 0.6483 -4.2972 6.4805
H46 0.2421 -4.9725 4.1218
H47 -0.4833 -3.2334 2.4312
H48 0.2867 3.2858 4.3000
H49 0.5248 5.1187 2.5836
H50 0.0758 4.6215 0.1878
H51 -0.7073 2.3334 -0.5149

Results of the Mulliken charge analysis, in e, for atoms 1 through 5: O -0.44; O -0.37; C 0.04; C -1.38; H -0.02

[3]
DFT (wB97M-V/def2-TZVPD) results for 2 unconnected molecules or ions with the total composition C3H11N2S2 at a distorted geometry.

Output
total charge: +1
ΔE to the lowest compared entry with this formula, charge and spin: 11.3 kcal per mole
gap between HOMO and LUMO: 8.87 eV
F_max: 1.07 eV/Å

CARTESIAN COORDINATES (ANGSTROEM)
N1 1.6095 -2.7111 -0.8996
C1 0.5910 -1.9134 -1.1430
N2 -0.6237 -2.2038 -0.7388
H1 1.4051 -3.5212 -0.3318
H2 2.5478 -2.5433 -1.2213
H3 0.7820 -1.0393 -1.7495
H4 -1.3623 -1.4809 -0.6073
H5 -0.6992 -3.0630 -0.2091
C2 2.1300 1.9451 0.8357
C3 0.6556 1.7383 1.1698
S1 -0.3349 1.3574 -0.3148
S2 -1.9328 0.3248 0.5575
H6 2.1959 2.8191 0.1894
H7 2.4628 1.0648 0.2828
H8 2.7109 2.0697 1.7463
H9 0.2020 2.6455 1.6004
H10 0.4832 0.9258 1.8719
H11 -1.1331 -0.5697 1.1588

Results of the Mulliken charge analysis, in e, for atoms 1 through 5: N -0.32; C 0.33; N -0.29; H 0.21; H 0.26

Question: F_max of number 3 (C3H11N2S2)?
Answer: 1.07 eV/Å

Copy entry 3 word for word.
DFT (wB97M-V/def2-TZVPD) results for 2 unconnected molecules or ions with the total composition C3H11N2S2 at a distorted geometry.

Output
total charge: +1
ΔE to the lowest compared entry with this formula, charge and spin: 11.3 kcal per mole
gap between HOMO and LUMO: 8.87 eV
F_max: 1.07 eV/Å

CARTESIAN COORDINATES (ANGSTROEM)
N1 1.6095 -2.7111 -0.8996
C1 0.5910 -1.9134 -1.1430
N2 -0.6237 -2.2038 -0.7388
H1 1.4051 -3.5212 -0.3318
H2 2.5478 -2.5433 -1.2213
H3 0.7820 -1.0393 -1.7495
H4 -1.3623 -1.4809 -0.6073
H5 -0.6992 -3.0630 -0.2091
C2 2.1300 1.9451 0.8357
C3 0.6556 1.7383 1.1698
S1 -0.3349 1.3574 -0.3148
S2 -1.9328 0.3248 0.5575
H6 2.1959 2.8191 0.1894
H7 2.4628 1.0648 0.2828
H8 2.7109 2.0697 1.7463
H9 0.2020 2.6455 1.6004
H10 0.4832 0.9258 1.8719
H11 -1.1331 -0.5697 1.1588

Results of the Mulliken charge analysis, in e, for atoms 1 through 5: N -0.32; C 0.33; N -0.29; H 0.21; H 0.26

Question: Which of these has the lowest ΔE to the lowest compared entry with this formula, charge and spin?
Answer: C29H51CoNO2SSi2